[1]
Below is C42H41N5NiOSSi as an isolated structure, with properties calculated with ωB97M-V/def2-TZVPD.

Summary:
**Multiplicity**: 1
**Gap between HOMO and LUMO**: 0.2388 Eh
**LUMO energy**: -0.262 eV
**HOMO energy**: -6.76 eV

Last column: Mulliken charge in e.
Positions of all 92 atoms, in Å:
Ni (-0.704, -1.514, 1.136)  -0.62
C (1.153, -2.452, 3.561)  -1.04
Si (0.417, -0.769, 3.925)  0.37
C (-0.261, -0.822, 5.683)  -1.42
C (1.834, 0.480, 3.915)  -1.02
N (-0.726, -0.394, 2.683)  0.90
C (-1.447, 0.769, 2.637)  0.60
C (-1.538, 1.683, 3.708)  -0.50
C (-2.276, 2.856, 3.633)  -1.23
C (-2.973, 3.186, 2.484)  -0.82
C (-2.903, 2.323, 1.395)  -1.10
C (-2.147, 1.171, 1.467)  0.72
O (-2.034, 0.288, 0.397)  0.26
C (-2.319, 0.653, -0.893)  0.09
C (-1.789, 1.799, -1.473)  0.21
C (-2.024, 2.049, -2.817)  -0.80
C (-2.763, 1.155, -3.581)  -0.57
C (-3.276, 0.008, -2.991)  -0.61
C (-3.063, -0.244, -1.644)  -0.57
H (1.903, -2.694, 4.321)  0.49
H (1.647, -2.466, 2.587)  0.15
H (0.397, -3.239, 3.567)  0.22
H (0.420, -1.410, 6.305)  0.40
H (-1.243, -1.295, 5.738)  0.35
H (-0.342, 0.166, 6.139)  0.45
H (2.478, 0.351, 4.789)  0.53
H (1.469, 1.511, 3.928)  0.27
H (2.460, 0.351, 3.026)  0.14
H (-1.030, 1.453, 4.634)  0.22
H (-2.309, 3.509, 4.497)  0.42
H (-3.565, 4.088, 2.427)  0.42
H (-3.440, 2.549, 0.483)  0.52
H (-1.212, 2.488, -0.867)  0.67
H (-1.620, 2.945, -3.272)  0.35
H (-2.940, 1.353, -4.630)  0.55
H (-3.850, -0.695, -3.581)  0.46
H (-3.451, -1.132, -1.160)  0.45
C (2.639, -0.780, -4.919)  -1.98
C (1.288, -0.272, -4.396)  2.27
C (0.456, 0.270, -5.566)  -1.61
C (1.553, 0.876, -3.421)  -1.49
C (0.548, -1.431, -3.729)  0.57
C (0.198, -2.558, -4.497)  -0.14
C (-0.483, -3.627, -3.955)  -1.41
C (-0.806, -3.586, -2.603)  0.87
S (-1.724, -4.723, -1.664)  -0.45
C (-1.552, -3.700, -0.287)  1.06
N (-0.839, -2.619, -0.482)  0.72
C (-0.437, -2.500, -1.809)  -1.23
C (0.215, -1.409, -2.388)  0.65
C (-2.190, -3.854, 1.006)  0.53
C (-2.998, -4.930, 1.367)  -0.93
C (-3.629, -4.905, 2.597)  -0.79
C (-3.453, -3.802, 3.430)  -0.95
C (-2.637, -2.741, 3.056)  0.48
C (-1.966, -2.739, 1.834)  -0.50
H (3.184, 0.032, -5.406)  0.46
H (2.515, -1.584, -5.646)  0.37
H (3.251, -1.162, -4.099)  0.36
H (0.974, 1.108, -6.037)  0.45
H (-0.516, 0.618, -5.214)  0.19
H (0.288, -0.490, -6.330)  0.36
H (2.084, 1.677, -3.940)  0.64
H (2.171, 0.550, -2.581)  0.22
H (0.623, 1.290, -3.026)  -0.09
H (0.452, -2.588, -5.549)  0.46
H (-0.768, -4.470, -4.571)  0.40
H (0.424, -0.547, -1.778)  -0.80
H (-3.138, -5.771, 0.697)  0.41
H (-4.261, -5.727, 2.904)  0.38
H (-3.963, -3.774, 4.385)  0.44
H (-2.524, -1.896, 3.722)  0.38
N (4.536, 7.561, 0.328)  -0.52
C (4.171, 6.472, 0.334)  -0.04
C (3.713, 5.109, 0.342)  0.51
C (2.713, 4.714, 1.227)  -1.10
C (2.276, 3.403, 1.239)  0.05
C (2.831, 2.487, 0.352)  0.94
C (3.823, 2.876, -0.538)  -0.60
C (4.269, 4.185, -0.538)  -1.09
N (2.371, 1.148, 0.353)  0.90
C (3.095, 0.009, 0.052)  -0.72
C (2.229, -1.028, 0.187)  -1.32
N (0.992, -0.549, 0.553)  0.65
C (1.111, 0.751, 0.648)  -1.18
H (2.287, 5.432, 1.914)  0.47
H (1.524, 3.093, 1.953)  0.45
H (4.231, 2.167, -1.245)  0.38
H (5.041, 4.496, -1.228)  0.45
H (4.145, 0.037, -0.176)  0.65
H (2.408, -2.081, 0.053)  0.60
H (0.320, 1.426, 0.931)  0.32


[2]
Below is one molecule with the formula C3H6O2S, with properties calculated with ωB97M-V/def2-TZVPD.

Summary:
**Relative energy (zero: lowest compared OMol25 entry of this formula, charge and spin)**: 500.50 kJ/mol
**Multiplicity**: 1
**Gap between HOMO and LUMO (alpha / beta)**: 0.2763 / 0.2763 Eh
**LUMO energy (alpha / beta)**: -1.012 / -1.011 eV
**HOMO energy (alpha / beta)**: -8.53 / -8.53 eV

Last column: Mulliken charge in e.
Positions of all 12 atoms, in Å:
C (1.313, -0.892, -0.287)  -0.42
C (1.563, 0.591, -0.116)  -0.52
C (0.416, -0.062, 0.529)  -0.18
O (-1.992, -1.258, 0.338)  -0.44
O (-3.195, 0.963, 0.141)  -0.56
S (-1.631, 0.076, -0.141)  0.56
H (0.861, -1.222, -1.227)  0.17
H (1.885, -1.650, 0.132)  0.26
H (2.552, 0.853, 0.424)  0.19
H (1.518, 1.289, -0.840)  0.27
H (0.122, -0.286, 1.586)  0.33
H (-3.413, 1.599, -0.538)  0.33


[3]
Below is C6H12N2PSTm as an isolated structure, with properties calculated with ωB97M-V/def2-TZVPD.

Summary:
**Multiplicity**: 3
**Gap between HOMO and LUMO (alpha / beta)**: 0.1402 / 0.1454 Eh
**<S²>**: 2.034
**LUMO energy (alpha / beta)**: -0.244 / -0.254 eV
**HOMO energy (alpha / beta)**: -4.06 / -4.21 eV

Last column: Löwdin spin population.
Positions of all 23 atoms, in Å:
C (-1.731, 1.784, -0.567)  -0.02
C (-0.830, 2.796, -1.122)  -0.02
C (-0.047, 2.366, -2.247)  0.00
C (-0.693, 1.195, -2.697)  -0.01
C (-1.666, 0.584, -1.884)  -0.03
Tm (0.136, 0.684, -0.611)  2.03
P (-0.449, 0.580, 2.177)  0.04
H (-2.315, 1.992, 0.376)  0.00
H (-0.582, 3.824, -0.716)  0.00
H (0.396, 3.032, -3.001)  0.00
H (-2.031, -0.334, -2.390)  0.00
H (-0.488, 0.797, -3.700)  0.00
H (-1.523, -0.318, 2.600)  0.01
H (-1.132, 1.731, 2.800)  0.00
H (0.369, 0.158, 3.359)  0.00
N (1.181, -2.475, 2.128)  0.00
C (1.287, -2.460, 0.724)  0.00
N (2.430, -2.836, 0.172)  0.00
S (-0.019, -2.106, -0.336)  0.00
H (1.930, -2.608, 2.711)  0.00
H (0.300, -2.096, 2.379)  0.00
H (2.312, -2.916, -0.864)  0.00
H (3.164, -3.372, 0.709)  0.00


[4]
Below is C40H30F6N3O15S2W as an isolated structure, with properties calculated with ωB97M-V/def2-TZVPD.

Summary:
**Relative energy (zero: lowest compared OMol25 entry of this formula, charge and spin)**: 487.43 kJ/mol
**Multiplicity**: 1
**Gap between HOMO and LUMO**: 0.2179 Eh
**Net charge**: +1
**LUMO energy**: -5.640 eV
**HOMO energy**: -11.57 eV

Last column: Mulliken charge in e.
Positions of all 97 atoms, in Å:
W (-1.099, -0.429, 1.002)  1.43
C (2.643, 3.339, -2.610)  -1.81
C (1.407, 3.085, -1.783)  1.43
C (0.653, 4.355, -1.430)  -1.72
O (1.774, 2.398, -0.563)  -0.21
C (0.883, 1.353, -0.299)  -0.21
C (-0.149, 1.482, -1.470)  -1.85
O (0.587, 2.146, -2.462)  -0.31
C (-0.985, 0.331, -2.079)  2.56
O (-1.581, -0.396, -0.938)  -0.65
C (-2.209, 0.950, -2.778)  -0.28
C (-3.356, 0.037, -2.654)  -1.54
C (-4.796, 0.538, -2.719)  0.11
C (-4.890, 1.986, -3.054)  -1.38
C (-3.800, 2.673, -3.410)  -0.80
C (-2.424, 2.189, -3.213)  -0.15
C (-0.340, -0.694, -3.004)  0.64
C (0.383, -0.277, -4.121)  -0.56
C (0.868, -1.210, -5.022)  -1.03
C (0.612, -2.562, -4.843)  -0.75
C (-0.127, -2.978, -3.749)  -1.27
C (-0.599, -2.048, -2.832)  0.03
C (1.638, 0.047, 0.017)  0.57
O (0.497, -0.887, 0.236)  -0.46
C (2.400, 0.099, 1.331)  0.28
C (2.917, -1.105, 1.813)  -0.66
C (3.592, -1.144, 3.020)  -0.72
C (3.771, 0.024, 3.754)  -0.69
C (3.277, 1.224, 3.268)  -0.94
C (2.591, 1.265, 2.060)  0.23
C (2.525, -0.515, -1.071)  0.55
C (3.640, 0.221, -1.461)  -0.79
C (4.512, -0.289, -2.408)  -0.87
C (4.299, -1.548, -2.950)  -0.93
C (3.215, -2.300, -2.529)  -1.00
C (2.331, -1.788, -1.590)  0.54
H (3.379, 3.875, -2.016)  0.36
H (2.387, 3.951, -3.473)  0.44
H (3.065, 2.397, -2.950)  0.48
H (1.315, 5.027, -0.888)  0.44
H (-0.211, 4.157, -0.797)  0.25
H (0.323, 4.857, -2.339)  0.42
H (0.329, 1.595, 0.639)  0.67
H (-0.916, 2.159, -1.063)  0.89
H (-3.184, -0.921, -3.143)  1.15
H (-5.425, -0.063, -3.373)  0.47
H (-5.874, 2.428, -3.114)  0.49
H (-3.913, 3.688, -3.766)  0.45
H (-1.620, 2.909, -3.289)  0.58
H (0.563, 0.771, -4.293)  0.62
H (1.438, -0.876, -5.878)  0.49
H (0.982, -3.285, -5.558)  0.47
H (-0.339, -4.028, -3.600)  0.46
H (-1.158, -2.398, -1.973)  0.54
H (2.800, -2.012, 1.233)  0.39
H (3.993, -2.082, 3.381)  0.51
H (4.305, 0.000, 4.694)  0.47
H (3.419, 2.137, 3.830)  0.49
H (2.215, 2.214, 1.703)  0.60
H (3.838, 1.183, -1.008)  0.73
H (5.372, 0.293, -2.710)  0.49
H (4.987, -1.947, -3.682)  0.45
H (3.054, -3.293, -2.925)  0.52
H (1.496, -2.387, -1.263)  0.60
F (-3.285, 1.724, 3.844)  -0.25
C (-3.615, 0.726, 3.038)  0.96
F (-4.860, 0.352, 3.279)  -0.25
F (-2.806, -0.318, 3.343)  -0.17
S (-3.424, 1.218, 1.226)  0.62
O (-1.827, 1.366, 1.368)  -0.66
O (-4.318, 2.325, 1.335)  -0.69
N (-3.449, -0.399, 0.784)  -1.34
S (-3.649, -0.192, -0.897)  2.21
O (-5.183, 0.114, -1.313)  -0.79
O (-3.311, 1.385, -0.528)  -0.56
C (-3.973, -2.116, -0.948)  0.84
F (-4.251, -2.544, -2.179)  -0.27
F (-5.008, -2.395, -0.177)  -0.24
F (-2.921, -2.811, -0.521)  -0.08
O (0.211, -3.690, 1.716)  -0.47
C (-0.309, -2.805, 2.288)  -0.34
O (-1.432, -2.094, 1.686)  -0.53
C (-0.017, -2.201, 3.608)  1.09
C (0.217, -3.003, 4.716)  -0.47
C (0.490, -2.378, 5.921)  -0.84
C (0.552, -1.004, 6.052)  -0.30
C (0.318, -0.218, 4.938)  -0.44
C (0.042, -0.807, 3.703)  0.22
O (-0.164, -0.086, 2.595)  0.76
N (0.423, 1.245, 5.086)  1.26
O (1.039, 1.645, 6.047)  -0.66
O (-0.171, 1.934, 4.282)  -0.55
N (0.739, -3.216, 7.114)  1.03
O (0.978, -2.636, 8.149)  -0.60
O (0.703, -4.416, 6.952)  -0.61
H (0.194, -4.081, 4.652)  0.68
H (0.788, -0.546, 7.003)  0.71